[1]
ORCA calculation (wB97M-V/def2-TZVPD) on a structure of composition C5H10HoO3.

- expectation value of S² = 6.005
- frontier orbital gap (alpha / beta) (eV) = 7.671 / 7.811
- net charge = +1
- multiplicity = 5

Geometry as XYZ:
```
19
C5H10HoO3 | the Open Molecules 2025 dataset | wB97M-V/def2-TZVPD
Ho 0.392 0.487 0.359
O -1.932 0.255 0.072
O 2.025 1.722 -0.175
O 1.919 -0.985 0.402
C -2.850 1.362 0.026
C 3.229 1.035 0.030
C -2.527 -0.987 0.218
C 3.068 -0.478 -0.220
C -1.909 -2.103 -0.141
H 3.985 -0.993 0.131
H -2.261 2.264 -0.165
H -2.463 -3.040 -0.114
H 3.586 1.174 1.075
H -3.514 -0.948 0.685
H 4.035 1.417 -0.630
H -0.862 -2.189 -0.431
H 3.016 -0.639 -1.321
H -3.371 1.449 0.988
H -3.567 1.199 -0.787
```

---

[2]
ORCA calculation (wB97M-V/def2-TZVPD) on a cluster of 2 separate species, C5H10INO3 in total.

- frontier orbital gap (alpha / beta) (eV) = 8.507 / 8.508

Geometry as XYZ:
```
20
C5H10INO3 | the Open Molecules 2025 dataset | wB97M-V/def2-TZVPD
I 1.744 -3.605 1.893
O -0.334 -2.681 -1.476
O 0.502 -0.342 1.672
O 1.720 -3.184 -1.174
N 0.588 -3.043 -0.725
C 0.229 -0.150 -0.766
C 0.838 -0.680 0.458
C 1.281 0.566 -1.606
C 0.278 -3.000 0.575
C -0.914 0.800 -0.404
H 2.312 0.053 -1.818
H 1.248 1.629 -1.194
H -0.790 -3.070 0.861
H 0.805 0.587 -2.615
H -1.626 0.408 0.300
H -1.554 1.231 -1.149
H -0.327 1.571 0.140
H -0.203 -1.201 -1.215
H 1.864 -0.947 0.358
H -0.249 0.360 1.795
```